The following is a quantum chemistry calculation of C2H5IN4 as an isolated structure, from OMol25.

XYZ file:
```
12
Properties=species:S:1:pos:R:3:forces:R:3:mulliken_charge:R:1
C 1.0594 1.1213 0.4107 1.50 2.22 0.75 -0.76
C 0.0856 1.6625 1.2103 2.36 -3.80 -3.36 0.18
N -1.1937 -0.5665 -0.3814 -0.12 1.09 0.39 -0.02
N -1.6065 -0.2884 0.7662 1.34 0.62 -0.08 -0.09
N -1.4207 -1.8271 -0.8216 -1.58 -1.56 0.57 -0.49
N -1.1592 1.1032 1.2800 -2.27 -1.71 -1.11 -0.26
I -2.1480 1.5549 2.9561 -0.54 -0.20 0.44 0.10
H 2.0794 1.6712 0.3895 -1.89 -1.01 0.17 0.19
H 0.9917 0.2709 -0.2666 -0.33 0.44 0.41 0.26
H 0.2862 2.4472 1.8554 0.14 1.50 0.96 0.33
H -1.9338 -2.4832 -0.0948 1.03 1.72 -2.22 0.29
H -1.5661 -1.9656 -1.8934 0.35 0.69 3.08 0.28
```
Positions in Å, forces in eV/Å.

Calculated values
total charge = 0
frontier orbital gap = 7.8018 eV
multiplicity = 1
total energy = -595.751973 Ha
HOMO = -7.78 eV
energy relative to the best compared isomer or geometry (same formula, charge and spin) = 1.7538 eV